Below is C5H10N2 as an isolated structure, with properties calculated with ωB97M-V with the def2-TZVPD basis set.

For the HOMO energy, the calculation gives -7.983 eV. The value obtained for the orbital gap is 8.844 eV. Its electronic energy is -8323.6773 eV. The maximum force comes out at 0.0378 Eh/bohr. The calculation puts the relative energy (zero: lowest compared OMol25 entry of this formula, charge and spin) at 352.7 kJ/mol.

Each line ends with the natural charge from an NBO analysis.
Element x y z (Å)
N (-0.0876, 0.0135, -1.6752)  -0.7427
N (2.2745, 0.1379, 0.0391)  -0.7693
C (-0.2109, 0.6512, -0.4445)  0.1049
C (-0.7608, 2.0020, -0.1150)  -0.6368
C (-0.0843, -0.6097, 0.7657)  -0.2902
C (-0.8604, -1.8778, 0.5460)  -0.6163
C (0.9575, -0.0783, -0.0937)  0.3466
H (-1.8007, -1.8481, 1.1003)  0.2095
H (-0.3025, -2.7573, 0.8814)  0.2050
H (-0.5131, 2.2898, 0.9081)  0.2160
H (2.6927, 0.8469, -0.5466)  0.3995
H (-1.8481, 1.9991, -0.2248)  0.2165
H (2.8654, -0.6492, 0.2715)  0.3903
H (-0.9328, -0.5222, -1.9065)  0.3231
H (-1.0792, -2.0164, -0.5139)  0.2145
H (-0.3621, 2.7497, -0.8056)  0.2160
H (0.0525, -0.3311, 1.8138)  0.2132

Cartesian forces, eV/Å:
0.45 -0.09 0.20
0.25 -0.15 -0.23
0.44 -0.38 1.85
-0.03 -0.02 -0.09
-0.69 0.54 -1.01
0.18 -0.03 0.04
-0.74 0.25 -0.73
0.04 -0.01 -0.03
-0.04 -0.01 -0.02
-0.03 -0.01 -0.05
-0.04 -0.11 0.09
0.03 0.04 0.04
-0.09 0.13 -0.16
0.30 -0.35 0.19
0.01 0.00 0.05
0.01 -0.02 0.04
-0.05 0.22 -0.17